# C24H36O12

6 unconnected molecules or ions with the total composition C24H36O12 in a non-equilibrium geometry (ωB97M-V/def2-TZVPD, the Open Molecules 2025 dataset).

As for the largest force on an atom: 4.86 eV Å⁻¹. As for the expectation value of S²: 0.76. The LUMO energy (alpha / beta) is -4.82 / -9.50 eV. As for the energy relative to the best compared isomer or geometry (same formula, charge and spin): 87.8 kJ/mol. Its total energy is -50028.979 eV.

The geometry in ORCA input format:
```
! RIJCOSX wB97M-V def2-TZVPD def2/J DEFGRID3
* xyz 1 2
C 2.445 3.065 3.138
H 0.765 0.978 -6.950
O 3.559 -0.020 6.237
H -1.404 -0.531 0.694
H 2.160 3.252 4.174
O -1.322 -1.168 -1.261
C 1.923 -2.237 4.087
H -5.030 -0.230 -3.444
H 1.287 -2.845 -1.543
C -3.539 2.212 -4.272
H 2.195 -0.501 -8.453
O 0.546 -2.370 -6.822
O 1.370 -3.072 -8.771
C 3.299 -2.934 4.202
H -3.440 3.588 -2.332
O 1.727 0.844 2.497
O -0.865 -2.444 -3.046
C -4.484 1.479 -2.223
C 3.962 3.428 2.906
C -0.726 -0.517 -0.160
H -0.630 -0.035 -7.581
H -4.142 1.164 -1.237
C 1.038 -2.204 -8.024
H -0.664 0.533 -0.445
H 0.830 -0.455 -9.362
H -2.979 1.949 3.304
H 3.852 -3.395 3.383
H 1.338 -0.290 4.754
H 5.629 2.152 2.629
C 1.791 -1.189 5.173
H 0.100 -2.218 0.655
H 3.249 -3.709 4.967
C -2.339 -1.201 3.921
H -2.424 2.379 -2.565
H -3.199 -0.271 -3.038
H 4.071 4.183 3.684
H 1.660 3.557 2.564
O 3.980 -1.842 4.784
C 4.732 2.158 3.249
O -3.379 -1.300 3.090
H 1.228 -0.858 -5.544
H 1.254 -1.348 6.109
H 4.153 3.626 1.851
O -1.750 -2.207 4.154
C 0.530 -1.467 -0.008
H -3.914 0.988 4.512
O 3.793 1.081 3.094
C -3.870 0.023 2.602
H 1.191 -3.031 4.240
O -3.319 2.953 -5.276
C -0.475 -1.854 -2.017
H -3.496 0.171 1.589
H 1.590 -1.162 -1.931
C -3.189 0.955 3.698
H -0.514 -1.317 -5.578
C 1.128 -0.688 -8.339
C 3.160 -0.882 5.425
C 0.921 -1.830 -1.389
C -4.113 0.302 -3.190
C -3.474 2.590 -2.768
C -1.952 0.255 4.093
O -4.023 0.998 -4.407
H -4.951 0.085 2.733
H -5.463 1.933 -2.070
H 5.269 2.198 4.197
C 0.399 -0.012 -7.224
H -1.144 0.354 3.368
C 0.382 -1.138 -6.173
C 2.602 1.573 2.845
H 1.580 -1.798 3.150
H -1.707 0.405 5.145
H 1.233 -0.845 0.546
*
```